DFT (ωB97M-V/def2-TZVPD) results for C37H44IrN5 as an isolated structure.

```
87
Properties=species:S:1:pos:R:3:forces:R:3:mulliken_spin:R:1
Ir -0.0542 -0.0385 -0.0682 -0.291 -0.239 -0.469 0.566
C -3.2428 -1.2865 5.1835 0.045 0.033 0.007 0.009
C -3.8672 -1.4417 3.7930 -0.078 -0.021 -0.019 -0.002
C -3.1608 -0.6209 2.7653 0.281 -0.200 -0.095 0.073
C -3.4756 0.6541 2.3474 0.136 0.209 -0.271 0.080
C -4.6501 1.4784 2.7584 -0.012 0.042 0.066 -0.001
C -5.8332 1.3114 1.7988 0.002 -0.034 -0.038 0.009
C -2.4973 1.0313 1.3805 -0.121 -0.036 0.154 -0.037
N -1.5707 0.0125 1.2251 0.375 0.080 -0.138 0.062
C -1.9823 -1.0093 2.0643 -0.087 -0.062 0.148 -0.037
C -1.3423 -2.2248 2.1994 0.017 -0.201 0.105 0.022
C -0.2004 -2.6313 1.5508 -0.139 0.022 0.031 -0.014
C 0.4516 -3.9103 1.7216 0.049 -0.005 -0.015 0.006
C 0.0112 -4.9764 2.6725 -0.017 0.002 0.004 0.000
C 0.4682 -4.6990 4.1076 -0.007 -0.002 -0.001 0.001
C 1.5344 -3.9099 0.9006 -0.093 0.049 0.063 -0.005
C 1.5336 -2.6345 0.2209 -0.049 0.024 -0.035 0.007
C 2.4558 -2.2407 -0.7253 0.169 0.006 -0.107 0.012
C 2.4744 -1.0476 -1.4121 0.138 -0.240 0.077 -0.033
N 1.5602 -0.0226 -1.2460 -0.381 0.067 0.560 0.103
C 1.9171 0.9623 -2.1474 -0.047 0.322 -0.131 -0.034
C 1.2431 2.1513 -2.3267 0.233 -0.055 -0.135 0.012
C 0.1275 2.5778 -1.6417 -0.134 -0.075 0.029 0.010
N -0.5089 1.8553 -0.6745 0.229 0.055 0.009 0.012
C -1.5673 2.6143 -0.2633 -0.184 -0.054 0.130 -0.012
C -2.4809 2.2236 0.6885 -0.075 0.296 -0.069 0.021
C -1.5925 3.8673 -0.9842 0.025 0.030 -0.060 0.005
C -0.5427 3.8425 -1.8479 -0.058 -0.053 0.121 -0.005
C -0.0920 4.9007 -2.8020 0.021 0.011 -0.006 0.000
C 1.0829 5.7186 -2.2573 0.003 -0.001 -0.003 0.000
C -2.5808 4.9641 -0.7495 -0.006 -0.006 0.009 0.000
C -2.2277 5.8153 0.4738 -0.005 -0.003 0.002 0.001
C 3.0832 0.5608 -2.8708 -0.003 -0.176 0.100 0.047
C 3.4344 -0.6859 -2.4092 -0.134 0.177 -0.020 0.051
C 4.5515 -1.5607 -2.8733 0.051 0.023 -0.023 -0.003
C 4.0778 -2.6138 -3.8807 -0.024 -0.001 -0.012 0.006
C 3.7760 1.3939 -3.8985 0.030 -0.047 -0.057 -0.004
C 4.6618 2.4751 -3.2716 0.005 0.005 0.029 0.005
N 0.4817 -1.8752 0.6375 0.149 0.061 0.074 0.010
C 2.5241 -5.0059 0.6676 0.013 -0.009 0.003 0.000
C 2.1930 -5.8304 -0.5797 -0.001 0.003 -0.011 0.000
H -3.7790 -1.8860 5.9178 -0.013 0.000 -0.013 0.000
H -3.2711 -0.2452 5.5063 -0.005 -0.002 0.010 -0.001
H -2.1983 -1.6025 5.1828 -0.005 -0.002 -0.010 -0.001
H -4.9169 -1.1453 3.8251 0.002 0.014 0.009 0.000
H -3.8633 -2.4930 3.4985 0.016 0.009 -0.013 0.001
H -4.3652 2.5310 2.8191 0.016 -0.011 -0.020 0.002
H -4.9500 1.1924 3.7679 -0.008 -0.019 -0.006 0.001
H -5.5624 1.6113 0.7856 0.005 0.003 0.005 0.000
H -6.6800 1.9165 2.1199 0.008 0.001 0.013 0.000
H -6.1533 0.2698 1.7569 -0.010 0.002 0.004 -0.001
H -1.7881 -2.9303 2.8878 0.010 0.001 0.005 0.000
H 0.4074 -5.9364 2.3391 0.003 0.002 -0.001 0.000
H -1.0765 -5.0754 2.6393 0.000 0.002 0.000 0.000
H 1.5559 -4.6437 4.1620 0.000 0.000 0.000 0.000
H 0.1327 -5.4875 4.7805 0.001 0.000 0.002 0.000
H 0.0716 -3.7496 4.4716 0.002 0.000 0.001 0.000
H 3.2409 -2.9479 -0.9575 0.002 0.016 -0.024 -0.002
H 1.6318 2.8202 -3.0828 0.021 -0.014 0.004 -0.002
H -3.2762 2.9216 0.9145 0.003 0.000 -0.006 0.000
H -0.9292 5.5650 -3.0188 -0.001 -0.002 0.005 0.000
H 0.1822 4.4452 -3.7567 0.008 -0.009 0.004 0.000
H 0.8066 6.2232 -1.3310 -0.003 0.001 -0.001 0.000
H 1.3944 6.4752 -2.9767 0.000 0.002 0.001 0.000
H 1.9428 5.0824 -2.0404 0.001 -0.001 0.000 0.000
H -3.5816 4.5412 -0.6323 0.001 -0.003 0.003 0.000
H -2.6263 5.5987 -1.6352 0.001 -0.001 0.000 0.000
H -2.1860 5.2085 1.3799 0.000 0.000 -0.001 0.000
H -2.9672 6.6010 0.6248 0.001 0.001 0.001 0.000
H -1.2522 6.2861 0.3482 0.000 0.001 -0.001 0.000
H 5.0217 -2.0465 -2.0153 -0.019 -0.007 0.008 0.002
H 5.3263 -0.9411 -3.3271 -0.006 0.003 -0.003 0.000
H 3.3048 -3.2531 -3.4520 0.005 0.001 0.007 0.000
H 4.9068 -3.2457 -4.1966 0.004 0.005 0.000 0.000
H 3.6536 -2.1378 -4.7652 0.007 0.001 -0.003 0.000
H 3.0368 1.8505 -4.5607 -0.010 0.013 0.017 0.002
H 4.3826 0.7457 -4.5324 0.001 0.001 0.005 0.000
H 4.0808 3.1463 -2.6372 -0.007 -0.003 -0.004 0.000
H 5.1458 3.0723 -4.0432 0.001 -0.008 -0.006 0.000
H 5.4377 2.0261 -2.6507 0.003 -0.001 -0.005 -0.001
H 2.5461 -5.6581 1.5419 -0.002 0.005 0.004 0.000
H 3.5294 -4.5858 0.5848 0.000 0.001 -0.010 0.000
H 1.2114 -6.2952 -0.4841 0.001 -0.003 0.004 0.000
H 2.9309 -6.6175 -0.7310 -0.001 -0.002 -0.001 0.000
H 2.1717 -5.2066 -1.4749 0.005 0.007 0.004 0.000
N -1.7132 -1.3138 -2.3105 0.002 0.005 0.003 0.066
C -1.0903 -0.8312 -1.4687 -0.067 -0.009 0.003 -0.008
```
Forces are in eV/Å.

* <S²>: 0.764
* ΔE to the lowest compared entry with this formula, charge and spin: 0.732 eV
* total charge: +1
* strongest force on any atom: 0.7 eV Å⁻¹
* DFT total energy: -1814.29126 Eh
* lowest unoccupied orbital energy (alpha / beta): -4.087 / -6.378 eV
* gap between HOMO and LUMO (alpha / beta): 5.94 / 3.62 eV
* HOMO level (alpha / beta): -10.032 / -9.995 eV
* spin multiplicity: 2


DFT (ωB97M-V/def2-TZVPD) results for C37H44IrO5Sb as an isolated structure at a distorted geometry.

```
88
Properties=species:S:1:pos:R:3:forces:R:3:mulliken_spin:R:1
Ir -2.2155 -0.1649 1.0689 0.384 0.004 -0.089 2.253
O 1.0126 -1.4783 3.6301 -0.406 0.728 -0.530 0.005
C -0.1193 -1.5033 2.9835 0.283 -1.373 0.181 0.064
O -0.4493 -0.6746 2.1261 -0.229 0.508 0.059 0.013
C -0.8244 -2.7871 3.3201 -0.249 -0.658 0.836 0.027
O -2.1995 -2.8084 3.0615 -0.240 0.282 0.260 0.101
C -2.9819 -2.7945 4.2086 -0.418 -0.052 -1.245 0.868
C -3.0100 2.5997 4.4980 -1.817 2.257 2.163 0.002
O -3.6959 3.1698 5.2579 1.142 -1.347 -1.306 0.000
O -2.3110 2.1176 3.7162 0.678 -0.998 -0.947 0.002
H 1.5320 -0.6996 3.3726 0.452 0.188 -0.015 0.002
H -0.5993 -3.0519 4.3727 -0.133 0.339 -0.409 -0.005
H -0.3558 -3.6045 2.7629 0.178 0.229 -0.319 0.007
H -2.5275 -2.5287 5.1240 0.333 0.122 0.785 0.021
H -3.9675 -3.2182 4.0890 0.117 0.066 0.032 0.013
C -1.3711 0.5397 -2.4846 -0.271 1.160 -0.130 0.168
C -2.4396 0.1812 -1.4949 -0.016 -0.106 -0.032 0.229
C -2.7625 -1.1920 -1.4018 -0.802 -0.283 1.180 0.006
C -2.2760 -2.1478 -2.4077 0.352 0.157 -1.183 -0.015
C -3.6425 -1.6376 -0.3829 0.047 1.361 0.263 0.152
C -3.8607 -3.0651 -0.1222 0.918 -1.254 0.035 -0.026
C -4.3015 -0.6592 0.4469 0.517 0.505 -1.107 0.165
C -5.2182 -1.0958 1.4936 -1.303 -0.438 0.984 0.020
C -4.1130 0.7581 0.2431 0.131 -0.839 -0.383 0.013
C -4.9668 1.7913 0.8817 -0.487 -0.598 0.700 0.001
C -3.1603 1.1492 -0.7271 0.742 1.049 -0.860 0.033
C -3.0104 2.6350 -1.0812 0.279 -0.878 0.863 -0.025
H -1.8352 0.7234 -3.4798 0.301 -0.143 0.475 0.014
H -0.6334 -0.2426 -2.5818 0.092 -0.282 -0.128 -0.001
H -0.8422 1.4603 -2.1987 -0.231 -0.271 -0.144 -0.083
H -1.2152 -2.4225 -2.2790 -0.308 0.218 -0.248 0.015
H -2.4396 -1.6273 -3.3874 0.481 -0.771 0.557 0.007
H -2.8519 -3.0643 -2.4071 -0.065 -0.030 -0.078 0.001
H -4.7815 -3.4504 -0.5659 0.174 -0.033 -0.406 0.007
H -3.9845 -3.2562 0.9365 0.213 -0.001 0.200 -0.001
H -2.9500 -3.6259 -0.4560 -1.146 0.153 0.245 0.007
H -6.1272 -0.4910 1.5273 0.182 0.196 -0.008 0.004
H -4.7433 -1.0117 2.4772 -0.167 -0.153 0.119 -0.007
H -5.5800 -2.1153 1.3510 0.257 0.128 0.133 0.004
H -5.1086 1.6542 1.9525 0.161 -0.141 0.058 -0.002
H -5.9726 1.7387 0.4650 -0.048 0.099 -0.237 0.001
H -4.5549 2.7572 0.7239 0.071 0.780 -0.059 0.003
H -3.9235 3.0406 -1.4660 -0.743 0.042 -0.210 0.002
H -2.2437 2.8514 -1.7878 0.449 -0.249 -0.595 0.002
H -2.7504 3.2091 -0.2070 -0.013 0.238 0.451 0.002
C 5.2470 0.4449 -2.2523 0.074 0.515 1.431 0.012
C 4.3255 -0.6089 -2.7344 -0.325 0.186 0.442 0.006
C 4.7505 -1.4315 -3.7562 0.141 0.342 -0.604 0.006
C 3.9395 -2.4043 -4.2836 0.010 -0.369 -0.090 -0.001
C 2.7098 -2.6635 -3.6980 -1.108 -1.186 -0.041 0.025
C 2.2790 -1.9369 -2.5956 -0.049 0.758 0.428 0.038
C 3.0627 -0.8457 -2.1746 -0.061 -0.357 0.113 0.138
Sb 2.2503 0.3858 -0.6298 0.548 -0.226 -0.341 0.408
C 1.6452 2.2332 -1.4447 0.404 -0.419 -0.004 0.083
C 1.9273 2.4006 -2.7909 0.115 0.014 -1.199 -0.005
C 1.2283 3.3736 -3.5110 0.548 -0.502 -0.215 -0.003
C 0.2470 4.1250 -2.8790 0.729 0.297 -0.363 0.034
C 0.0298 3.9935 -1.5265 0.051 0.011 0.410 -0.006
C 0.7420 3.0615 -0.7854 -0.040 -0.279 0.443 -0.057
C 0.5792 2.9615 0.6972 0.360 1.821 -0.047 0.094
C 3.3509 0.3321 1.1465 0.467 0.580 0.837 0.072
C 3.6643 1.5125 1.8750 0.112 -0.198 -0.405 0.016
C 4.3920 1.4363 3.0604 -0.071 -0.313 -0.576 -0.012
C 4.7771 0.1833 3.5422 -0.070 0.566 0.534 0.045
C 4.4493 -0.9650 2.8509 0.176 -0.021 0.696 -0.015
C 3.7721 -0.9096 1.6575 -0.428 -0.902 -0.803 0.024
C 3.5738 -2.2307 0.9329 -1.253 1.121 -0.412 0.000
H 6.0736 0.6199 -2.9114 0.416 -0.056 -0.384 0.000
H 5.6650 0.1954 -1.2512 -0.164 0.034 -0.552 0.000
H 4.7538 1.4086 -2.1284 -0.172 0.194 0.004 -0.009
H 5.6990 -1.2183 -4.2336 0.094 -0.118 0.156 0.001
H 4.3300 -2.9657 -5.1258 -0.387 -0.113 0.050 0.000
H 2.0576 -3.4774 -4.0791 0.645 0.598 0.264 0.001
H 1.3663 -2.1758 -2.0061 0.541 0.020 -0.848 0.021
H 2.6911 1.8007 -3.3243 -0.619 0.285 0.460 0.001
H 1.4831 3.5188 -4.5646 -0.224 0.066 0.392 0.001
H -0.2234 4.9203 -3.4215 -0.447 0.123 -0.256 0.001
H -0.6867 4.6365 -1.0313 0.063 0.081 0.058 0.001
H 1.0636 3.8405 1.1995 -0.358 -0.723 -0.395 0.000
H 1.0088 2.0877 1.1115 0.502 -0.981 0.474 -0.018
H -0.4483 2.9923 0.9725 -0.995 0.047 0.347 -0.005
H 3.4384 2.5013 1.4707 -0.147 -0.296 0.112 0.005
H 4.6814 2.3490 3.5588 -0.013 -0.006 0.130 0.001
H 5.3117 0.1035 4.4850 -0.015 0.072 -0.159 0.001
H 4.6904 -1.9358 3.2737 0.198 0.123 -0.138 0.000
H 3.7984 -3.0874 1.5477 0.154 -0.171 0.076 0.001
H 4.1463 -2.2177 0.0195 0.547 -0.311 -0.228 0.003
H 2.5301 -2.3022 0.5659 0.212 -0.220 0.290 0.023
```
Forces are in eV/Å.

* <S²>: 8.774
* ΔE to the lowest compared entry with this formula, charge and spin: 0.000 eV
* total charge: +3
* strongest force on any atom: 3.6 eV Å⁻¹
* DFT total energy: -2155.92466 Eh
* lowest unoccupied orbital energy (alpha / beta): -8.012 / -11.412 eV
* gap between HOMO and LUMO (alpha / beta): 7.35 / 4.87 eV
* HOMO level (alpha / beta): -15.363 / -16.280 eV
* spin multiplicity: 6